Record 1
Below is C32H31Cl4FNO2Ru as an isolated structure in a non-equilibrium geometry, with properties calculated with wB97M-V/def2-TZVPD.

Expectation value of S²: 8.786
Frontier orbital gap (alpha / beta) (eV): 4.21 / 5.64
Spin multiplicity: 6
HOMO (alpha / beta) (eV): 0.32 / -1.12
Total charge: -2

The geometry in XYZ format:
```
72
Properties=species:S:1:pos:R:3:lowdin_charge:R:1
Ru 0.85 -0.14 -0.37 1.302
C 3.87 -2.27 0.67 -0.054
C 3.25 -1.05 1.30 -0.318
C 3.96 0.13 1.45 -0.061
C 3.41 1.19 2.16 -0.083
C 2.14 1.08 2.72 -0.128
C 1.39 -0.06 2.52 -0.110
C 1.94 -1.13 1.78 -0.145
H 4.71 -1.99 0.05 0.055
H 3.14 -2.78 0.05 0.076
H 4.21 -2.96 1.45 0.076
H 4.95 0.22 1.01 0.110
H 3.97 2.11 2.28 0.096
H 1.74 1.89 3.32 0.095
H 0.41 -0.16 2.96 0.100
H 1.45 -2.10 1.82 0.091
Cl 3.62 2.57 -6.47 0.581
C 3.46 1.79 -4.94 -0.756
C 4.53 1.10 -4.40 -0.757
Cl 6.04 1.03 -5.25 0.573
C 4.39 0.48 -3.16 -0.624
Cl 5.72 -0.43 -2.50 0.613
C 3.20 0.53 -2.41 -0.423
O 3.07 -0.03 -1.27 -0.176
C 2.07 1.26 -2.98 -0.434
O 0.99 1.32 -2.31 -0.155
C 2.25 1.85 -4.24 -0.630
Cl 0.90 2.69 -4.95 0.619
F -4.63 0.23 -2.86 -0.018
C -3.40 -0.27 -2.45 -0.323
C -2.41 -0.42 -3.42 -0.058
C -1.21 -1.01 -3.06 -0.092
C -0.95 -1.46 -1.76 -0.341
C 0.20 -2.20 -1.42 -0.150
C -1.96 -1.19 -0.65 -0.326
C -3.26 -0.64 -1.15 -0.009
H -2.61 -0.11 -4.44 0.092
H -0.44 -1.15 -3.81 0.104
H 0.85 -2.50 -2.24 0.040
H 0.13 -2.92 -0.61 0.018
H -2.16 -2.15 -0.14 0.105
H -4.05 -0.46 -0.43 0.102
C -1.82 2.39 -0.89 -0.067
C -1.38 2.67 0.54 -0.369
C 0.14 2.79 0.62 -0.070
C -1.93 1.68 1.55 -0.136
C -2.51 2.25 2.66 -0.080
C -3.09 1.50 3.67 -0.125
C -3.04 0.12 3.55 -0.094
C -2.46 -0.52 2.47 -0.141
C -2.48 -2.04 2.58 -0.366
C -3.76 -2.63 1.97 -0.068
C -1.20 -2.73 2.09 -0.083
C -1.90 0.25 1.39 -0.224
N -1.32 -0.24 0.27 -0.075
H -1.62 3.27 -1.51 0.079
H -2.88 2.17 -0.93 0.077
H -1.27 1.55 -1.31 0.044
H -1.79 3.65 0.83 0.117
H 0.62 1.84 0.33 0.012
H 0.46 3.05 1.63 0.063
H 0.49 3.56 -0.07 0.084
H -2.53 3.34 2.74 0.098
H -3.56 1.97 4.52 0.078
H -3.46 -0.48 4.35 0.098
H -2.55 -2.26 3.66 0.112
H -3.87 -2.36 0.92 0.052
H -4.63 -2.24 2.51 0.071
H -3.76 -3.72 2.05 0.070
H -0.62 -2.05 1.47 0.021
H -1.43 -3.62 1.51 0.075
H -0.58 -3.03 2.94 0.073
```


Record 2
Below is C32H31ClN5V as an isolated structure, with properties calculated with wB97M-V/def2-TZVPD.

Frontier orbital gap (eV): 7.03
HOMO (eV): -13.33
Total charge: +2

The geometry in XYZ format:
```
70
Properties=species:S:1:pos:R:3:nbo_charge:R:1
V -0.09 -0.03 -0.08 1.302
C 1.36 0.10 2.59 -0.217
C 1.00 1.57 2.46 -0.456
C 1.50 2.24 1.20 0.245
C 2.26 3.40 1.29 -0.218
C 2.65 4.06 0.14 -0.107
C 2.26 3.56 -1.09 -0.215
C 1.52 2.40 -1.11 0.049
N 1.15 1.74 0.00 -0.493
N 0.45 -0.83 1.86 -0.429
C -0.80 -1.04 2.61 -0.250
C -1.77 -1.77 1.71 0.215
C -2.88 -2.41 2.21 -0.225
C -3.72 -3.07 1.33 -0.103
C -3.40 -3.07 -0.02 -0.233
C -2.27 -2.39 -0.44 0.079
N -1.46 -1.74 0.40 -0.469
C 1.14 -2.14 1.73 -0.264
C 2.14 -2.09 0.61 0.223
C 3.22 -2.94 0.53 -0.226
C 4.09 -2.83 -0.54 -0.101
C 3.86 -1.85 -1.49 -0.230
C 2.75 -1.04 -1.35 0.076
N 1.89 -1.15 -0.32 -0.530
H 1.35 -0.18 3.65 0.226
H 2.37 -0.07 2.22 0.229
H 1.43 2.09 3.31 0.258
H -0.08 1.71 2.53 0.237
H 2.54 3.78 2.27 0.245
H 3.25 4.97 0.20 0.252
H 2.52 4.04 -2.01 0.254
H 1.19 1.98 -2.05 0.213
H -1.21 -0.07 2.90 0.243
H -0.61 -1.61 3.52 0.230
H -3.08 -2.41 3.27 0.247
H -4.60 -3.58 1.69 0.251
H -4.01 -3.59 -0.75 0.253
H -2.00 -2.38 -1.48 0.218
H 0.41 -2.92 1.52 0.248
H 1.63 -2.39 2.68 0.233
H 3.38 -3.68 1.31 0.247
H 4.95 -3.48 -0.62 0.252
H 4.52 -1.71 -2.34 0.254
H 2.55 -0.26 -2.07 0.207
N -1.39 0.89 0.20 -0.428
C -2.55 1.60 0.42 0.067
C -2.50 2.83 1.09 -0.213
C -3.68 3.53 1.31 -0.197
C -4.89 3.01 0.85 -0.149
C -4.93 1.80 0.18 -0.199
C -3.76 1.09 -0.05 -0.196
H -1.55 3.22 1.43 0.217
H -3.65 4.48 1.82 0.239
H -5.80 3.56 1.02 0.239
H -5.87 1.41 -0.18 0.239
H -3.77 0.15 -0.59 0.227
Cl -5.08 1.25 -5.35 0.062
C -3.74 0.74 -4.39 -0.021
C -3.36 -0.59 -4.40 -0.219
C -2.28 -0.99 -3.62 -0.185
C -1.59 -0.08 -2.82 -0.114
C -0.45 -0.52 -1.98 -0.586
C -1.98 1.26 -2.85 -0.131
C -3.05 1.67 -3.63 -0.233
H -3.89 -1.30 -5.02 0.247
H -1.97 -2.03 -3.66 0.215
H 0.44 0.11 -2.17 0.228
H -0.13 -1.55 -2.17 0.234
H -1.46 1.99 -2.26 0.193
H -3.35 2.71 -3.65 0.244
```


Record 3
Below is C32H31CuGeN2O3S as an isolated structure, with properties calculated with wB97M-V/def2-TZVPD.

Frontier orbital gap (eV): 4.72
HOMO (eV): -0.56
Total charge: -2

The geometry in XYZ format:
```
71
Properties=species:S:1:pos:R:3:lowdin_charge:R:1
Cu -1.69 -0.28 -0.92 0.143
C 4.50 2.51 -6.48 -0.072
C 4.06 1.68 -5.29 -0.296
C 4.94 1.39 -4.25 -0.058
C 4.52 0.64 -3.16 -0.064
C 3.22 0.17 -3.11 -0.268
C 2.34 0.44 -4.14 -0.047
C 2.76 1.19 -5.23 -0.049
S 2.68 -0.82 -1.69 0.549
O 3.67 -0.58 -0.67 -0.356
O 2.62 -2.18 -2.20 -0.338
N 1.20 -0.34 -1.38 -0.096
C 0.92 0.94 -1.04 -0.420
C 1.87 1.96 -0.75 -0.039
C 1.45 3.23 -0.45 -0.104
C 0.09 3.53 -0.46 -0.106
C -0.79 2.50 -0.76 -0.157
N -0.41 1.25 -1.02 0.000
H 5.44 3.02 -6.27 0.064
H 3.75 3.26 -6.73 0.071
H 4.65 1.87 -7.36 0.073
H 5.95 1.77 -4.29 0.099
H 5.18 0.42 -2.33 0.106
H 1.32 0.06 -4.06 0.121
H 2.06 1.41 -6.03 0.107
H 2.92 1.70 -0.72 0.086
H 2.17 4.01 -0.21 0.092
H -0.28 4.52 -0.24 0.082
H -1.86 2.67 -0.79 0.103
C -3.19 -0.95 -2.14 -0.283
H -4.19 -0.91 -1.66 0.005
H -3.29 -0.32 -3.04 -0.004
C -2.60 -3.26 -1.82 -0.190
O -3.06 -2.29 -2.71 -0.336
H -1.66 -3.70 -2.18 0.075
H -3.35 -4.07 -1.72 0.066
H -2.42 -2.84 -0.82 0.028
C -4.25 -4.11 3.04 -0.139
C -4.50 -2.78 3.32 -0.124
C -3.59 -1.80 2.95 -0.115
C -2.41 -2.11 2.27 -0.310
C -2.19 -3.46 1.99 -0.162
C -3.08 -4.45 2.37 -0.119
Ge -1.18 -0.74 1.42 0.988
C 0.46 -1.04 2.56 -0.299
C 1.47 -0.07 2.54 -0.141
C 2.66 -0.24 3.22 -0.107
C 2.90 -1.41 3.93 -0.133
C 1.92 -2.39 3.96 -0.121
C 0.73 -2.21 3.28 -0.116
C -1.88 0.95 2.31 -0.305
C -1.22 1.73 3.26 -0.112
C -1.67 3.00 3.60 -0.120
C -2.81 3.53 3.01 -0.138
C -3.50 2.76 2.08 -0.122
C -3.04 1.50 1.74 -0.161
H -4.96 -4.88 3.34 0.079
H -5.42 -2.50 3.84 0.084
H -3.81 -0.76 3.17 0.081
H -1.30 -3.74 1.42 0.098
H -2.88 -5.49 2.14 0.087
H 1.31 0.84 1.97 0.089
H 3.42 0.53 3.18 0.092
H 3.84 -1.55 4.46 0.081
H 2.10 -3.31 4.51 0.084
H -0.02 -2.99 3.31 0.074
H -0.33 1.34 3.73 0.080
H -1.12 3.60 4.33 0.084
H -3.15 4.53 3.27 0.080
H -4.40 3.16 1.62 0.087
H -3.57 0.93 0.98 0.089
```


Record 4
Below is C32H31N9O2S2V as an isolated structure, with properties calculated with wB97M-V/def2-TZVPD.

Expectation value of S²: 3.774
Frontier orbital gap (alpha / beta) (eV): 6.29 / 7.37
Spin multiplicity: 4
HOMO (alpha / beta) (eV): -6.18 / -7.49
Total charge: 0

The geometry in XYZ format:
```
77
Properties=species:S:1:pos:R:3:lowdin_charge:R:1
V 0.72 1.21 -0.65 0.609
N 0.91 2.27 3.65 0.070
C 1.02 2.00 2.32 -0.858
S -0.47 1.82 1.43 0.600
N 2.24 1.92 1.86 0.024
N 2.31 1.64 0.52 -0.075
C 3.50 1.62 -0.01 -0.171
C 4.75 1.79 0.76 -0.189
C 5.06 0.88 1.78 -0.020
C 6.24 1.02 2.49 -0.072
C 7.12 2.06 2.20 -0.091
C 6.81 2.96 1.20 -0.085
C 5.63 2.82 0.48 -0.046
C 3.52 1.40 -1.46 -0.187
C 4.70 1.24 -2.19 0.005
C 4.62 1.05 -3.56 -0.051
C 3.38 1.02 -4.18 -0.054
C 2.26 1.16 -3.39 -0.104
N 2.32 1.35 -2.07 0.018
H 0.03 2.05 4.08 0.073
H 1.74 2.09 4.19 0.092
H 4.36 0.09 2.01 0.113
H 6.48 0.31 3.27 0.104
H 8.04 2.16 2.76 0.099
H 7.49 3.78 0.97 0.100
H 5.39 3.53 -0.31 0.119
H 5.65 1.25 -1.68 0.116
H 5.53 0.92 -4.14 0.110
H 3.28 0.86 -5.24 0.104
H 1.26 1.11 -3.80 0.114
N -0.98 -1.22 2.94 0.097
C -0.04 -1.84 3.69 -0.921
S 1.54 -1.34 3.75 0.583
N -0.45 -2.91 4.44 0.035
C -1.70 -3.55 4.50 -0.243
C -2.14 -4.01 5.74 -0.027
C -3.34 -4.68 5.85 -0.087
C -4.14 -4.89 4.74 -0.097
C -3.71 -4.43 3.50 -0.081
C -2.49 -3.78 3.38 -0.038
H -0.70 -0.35 2.48 -0.007
H -1.95 -1.34 3.16 0.096
H 0.26 -3.22 5.08 0.112
H -1.52 -3.84 6.62 0.114
H -3.67 -5.04 6.82 0.103
H -5.09 -5.40 4.83 0.100
H -4.31 -4.60 2.62 0.104
H -2.13 -3.47 2.40 0.099
C -5.03 1.15 -3.55 0.006
N -3.63 1.50 -3.75 -0.067
N -2.74 1.12 -2.75 0.058
C -1.73 2.04 -2.68 -0.379
O -0.73 1.90 -1.96 -0.094
C -2.08 3.09 -3.59 0.081
C -3.24 2.73 -4.19 -0.265
C -4.08 3.48 -5.16 -0.011
C -2.69 -0.21 -2.27 -0.203
C -2.54 -0.42 -0.91 -0.014
C -2.42 -1.72 -0.44 -0.065
C -2.48 -2.79 -1.31 -0.071
C -2.66 -2.57 -2.67 -0.064
C -2.74 -1.28 -3.16 -0.020
H -5.09 0.11 -3.24 0.087
H -5.56 1.25 -4.49 0.093
H -5.50 1.78 -2.79 0.105
H -1.49 3.97 -3.77 0.122
H -3.53 4.34 -5.53 0.087
H -4.99 3.85 -4.68 0.091
H -4.37 2.86 -6.01 0.090
H -2.47 0.42 -0.24 0.094
H -2.23 -1.88 0.62 0.084
H -2.36 -3.80 -0.94 0.111
H -2.68 -3.41 -3.36 0.108
H -2.84 -1.09 -4.22 0.118
O 0.83 -3.13 -1.17 0.019
C 0.83 -1.96 -0.94 -0.526
N 0.84 -0.80 -0.71 0.019
```